# 1
ORCA calculation (wB97M-V/def2-TZVPD) on a structure of composition C45H55CaIN5O5P in a non-equilibrium geometry.

The value obtained for the HOMO energy is -7.3 eV. As for the molar mass: 943.92 g mol⁻¹. The calculation puts the LUMO energy at -0.390 eV. The value obtained for the energy relative to the best compared isomer or geometry (same formula, charge and spin) is 60.6 kJ/mol.

The geometry in ORCA input format:
```
! wB97M-V def2-TZVPD RIJCOSX def2/J DEFGRID3
* xyz 0 1
Ca 1.486 0.316 0.706
C 4.363 -0.814 4.090
C 3.939 0.609 4.394
N 4.233 1.076 5.593
C 3.890 2.279 5.964
C 3.285 3.139 5.076
C 2.905 4.519 5.557
O 3.788 5.611 5.117
C 3.042 2.722 3.761
C 2.436 3.690 2.881
N 1.399 3.585 2.133
C 0.998 4.800 1.554
C 1.010 5.997 2.277
C 0.614 7.222 1.723
C 0.075 7.267 0.453
C 0.009 6.107 -0.287
C 0.457 4.885 0.261
I 0.264 3.113 -0.807
C 3.282 1.392 3.418
O 2.919 0.886 2.279
H 5.268 -1.022 4.646
H 4.562 -0.858 3.022
H 3.550 -1.513 4.271
H 4.148 2.607 6.957
H 2.802 4.539 6.645
H 1.929 4.788 5.126
H 4.676 5.363 5.391
H 2.931 4.667 2.866
H 1.394 5.974 3.297
H 0.683 8.130 2.281
H -0.279 8.194 0.058
H -0.372 6.141 -1.299
O 3.882 -2.772 -3.572
C 4.274 -1.499 -3.866
C 4.846 -1.317 -5.121
C 5.029 -0.094 -5.670
C 4.755 1.063 -4.906
C 4.262 0.916 -3.608
C 3.993 -0.358 -3.071
C 3.263 -0.401 -1.803
O 2.719 0.611 -1.236
N 3.166 -1.660 -1.337
N 2.323 -1.713 -0.260
C 1.946 -2.842 0.228
C 1.201 -2.781 1.512
C 0.735 -3.937 2.148
C 0.210 -3.848 3.427
C 0.013 -2.627 4.054
C 0.466 -1.528 3.355
N 0.994 -1.633 2.156
H 3.611 -2.683 -2.603
H 5.057 -2.237 -5.697
H 5.388 -0.020 -6.686
H 4.969 2.064 -5.289
H 3.940 1.766 -2.934
H 2.265 -3.823 -0.149
H 0.819 -4.864 1.631
H -0.182 -4.762 3.877
H -0.371 -2.572 5.039
H 0.402 -0.551 3.825
O -0.624 -0.263 -0.236
P -1.839 -0.612 -1.106
C -3.059 0.706 -0.991
C -3.288 1.110 0.504
C -4.500 1.993 0.615
C -5.776 1.228 0.290
C -5.573 0.159 -0.751
C -4.412 0.548 -1.728
C -2.433 -2.246 -0.633
C -3.728 -2.708 -1.364
C -4.556 -3.620 -0.479
C -3.655 -4.610 0.218
C -2.741 -3.901 1.220
C -2.587 -2.414 0.900
C -1.308 -0.621 -2.864
C -2.217 -1.437 -3.862
C -1.684 -2.897 -4.034
C -0.287 -2.867 -4.650
C 0.479 -1.587 -4.379
C 0.169 -1.113 -2.958
H -2.551 1.552 -1.473
H -2.381 1.672 0.815
H -3.381 0.221 1.137
H -4.349 2.811 -0.112
H -4.561 2.455 1.605
H -6.446 2.017 -0.072
H -6.281 0.815 1.182
H -6.489 0.026 -1.319
H -5.334 -0.808 -0.303
H -4.673 1.540 -2.063
H -4.318 -0.122 -2.574
H -1.589 -2.919 -0.897
H -3.487 -3.269 -2.273
H -4.320 -1.822 -1.651
H -5.332 -4.077 -1.095
H -5.040 -3.010 0.291
H -3.040 -5.062 -0.542
H -4.244 -5.407 0.716
H -1.760 -4.388 1.177
H -3.109 -4.011 2.240
H -1.789 -1.941 1.416
H -3.514 -1.914 1.221
H -1.366 0.410 -3.215
H -2.187 -0.973 -4.824
H -3.258 -1.446 -3.573
H -2.370 -3.456 -4.655
H -1.675 -3.467 -3.106
H -0.386 -3.015 -5.717
H 0.301 -3.713 -4.298
H 0.172 -0.797 -5.101
H 1.516 -1.755 -4.555
H 0.861 -0.351 -2.652
H 0.339 -1.955 -2.290
*
```

=====

# 2
ORCA calculation (wB97M-V/def2-TZVPD) on a structure of composition C45H55ClN4O2S4Si2Ti.

The value obtained for the HOMO energy (spin up / spin down) is 0.0 / -1.3 eV. As for the molar mass: 951.72 g mol⁻¹. The calculation puts the LUMO energy (spin up / spin down) at 3.487 / 3.487 eV. The value obtained for the energy relative to the best compared isomer or geometry (same formula, charge and spin) is 32.3 kJ/mol.

The geometry in ORCA input format:
```
! wB97M-V def2-TZVPD RIJCOSX def2/J DEFGRID3
* xyz -2 3
Ti 1.654 1.156 -0.007
O 5.409 2.827 5.778
C 4.768 2.507 4.796
S 5.474 2.088 3.239
C 3.984 1.716 2.373
C 2.847 1.841 3.088
S 1.223 1.533 2.500
S 3.014 2.352 4.763
S 4.145 1.184 0.718
C 0.017 0.187 -4.024
Si 0.495 1.938 -3.506
C -1.074 2.765 -2.848
C 0.659 2.820 -5.193
C 1.913 2.019 -2.343
C 1.894 3.342 -1.661
C 2.015 4.601 -2.260
C 1.972 5.756 -1.495
C 1.817 5.647 -0.118
C 1.705 4.382 0.430
N 1.726 3.272 -0.318
Si 3.596 1.608 -3.013
C 3.751 1.664 -4.912
C 4.901 2.834 -2.434
C 4.238 -0.118 -2.641
H -0.785 0.238 -4.770
H -0.321 -0.428 -3.187
H 0.869 -0.326 -4.484
H -1.815 2.784 -3.655
H -0.869 3.803 -2.564
H -1.527 2.275 -1.986
H -0.345 2.875 -5.633
H 1.302 2.287 -5.894
H 1.034 3.844 -5.105
H 2.163 4.650 -3.332
H 2.071 6.728 -1.964
H 1.794 6.515 0.527
H 1.598 4.211 1.496
H 3.554 2.656 -5.329
H 3.098 0.945 -5.419
H 4.787 1.394 -5.152
H 4.654 3.862 -2.710
H 5.849 2.570 -2.917
H 5.033 2.791 -1.350
H 3.663 -0.882 -3.175
H 4.214 -0.370 -1.579
H 5.276 -0.178 -2.990
C -6.593 -0.728 2.263
C -5.375 -0.004 1.665
C -5.886 1.300 1.041
C -4.443 0.328 2.834
C -4.713 -0.907 0.572
O -5.776 -1.322 -0.330
C -4.076 -2.227 1.077
C -2.609 -2.375 1.519
C -2.249 -2.015 2.936
C -2.839 -2.697 3.995
C -2.520 -2.398 5.310
C -1.583 -1.406 5.557
Cl -1.178 -1.026 7.216
C -0.957 -0.732 4.528
C -1.295 -1.046 3.218
C -3.831 -0.182 -0.469
N -2.615 0.501 -0.072
C -1.356 0.180 -0.393
N -0.534 1.121 0.011
C -1.367 2.041 0.575
N -2.636 1.715 0.525
H -7.000 -0.109 3.067
H -6.335 -1.693 2.708
H -7.394 -0.870 1.534
H -6.515 1.821 1.769
H -6.492 1.102 0.153
H -5.064 1.965 0.777
H -4.941 1.067 3.469
H -3.497 0.759 2.513
H -4.235 -0.547 3.450
H -6.299 -1.985 0.130
H -4.187 -2.892 0.216
H -4.720 -2.643 1.860
H -1.937 -1.863 0.837
H -2.375 -3.437 1.391
H -3.564 -3.481 3.794
H -2.978 -2.927 6.134
H -0.201 0.022 4.711
H -0.765 -0.533 2.420
H -4.453 0.536 -0.999
H -3.534 -0.939 -1.194
H -1.053 -0.732 -0.888
H -0.999 2.950 1.023
C 2.484 -5.667 -2.685
C 2.965 -5.242 -1.451
C 2.715 -3.957 -0.993
C 1.962 -3.051 -1.751
C 1.508 -3.490 -3.002
C 1.756 -4.776 -3.462
C 1.690 -1.656 -1.337
C 1.625 -1.093 -0.110
C 1.570 -1.973 1.080
C 0.619 -2.999 1.162
C 0.484 -3.781 2.301
C 1.303 -3.560 3.400
C 2.256 -2.547 3.335
C 2.384 -1.760 2.201
H 2.686 -6.672 -3.038
H 3.554 -5.915 -0.838
H 3.116 -3.641 -0.039
H 0.947 -2.795 -3.620
H 1.382 -5.078 -4.434
H 1.597 -0.995 -2.198
H -0.008 -3.187 0.296
H -0.271 -4.562 2.334
H 1.193 -4.156 4.299
H 2.896 -2.350 4.188
H 3.107 -0.954 2.166
*
```